# 1
Here is a cluster of 6 separate species, C30H77N5O11 in total in a non-equilibrium geometry from OMol25. Energies are from the ωB97M-V functional and the def2-TZVPD basis.

Computed properties:
HOMO energy = -0.3005 hartree
Total energy = -2290.320086 hartree
Energy relative to the best compared isomer or geometry (same formula, charge and spin) = 208.13 kJ/mol
Orbital gap = 8.77 eV
2S+1 = 1
SMILES = COCCNCCOC.COCCNCCOC.COCCNCCOC.COCCNCCOC.COCCNCCOC.O

Last column: Löwdin charge in e.
Atoms and positions in Å:
1 C -6.3842 -2.3215 0.7244  -0.114
2 O -5.6714 -1.2654 0.0871  -0.192
3 C -5.0553 -1.6771 -1.1282  -0.219
4 C -3.5690 -2.0598 -0.9952  -0.207
5 N -3.4914 -3.4687 -0.5019  -0.036
6 C -2.0686 -3.8441 -0.4212  -0.207
7 C -1.8145 -5.3481 -0.3815  -0.213
8 O -0.4251 -5.4824 -0.0660  -0.198
9 C -0.0895 -6.8516 -0.0674  -0.136
10 H -5.8639 -3.2827 0.7041  0.073
11 H -7.3594 -2.3750 0.2410  0.089
12 H -6.4661 -2.1581 1.8003  0.085
13 H -5.1814 -0.8549 -1.8369  0.114
14 H -5.6007 -2.5546 -1.4877  0.114
15 H -3.1396 -1.2954 -0.3273  0.121
16 H -2.9727 -1.8957 -1.8919  0.080
17 H -3.7632 -3.2172 0.4492  0.092
18 H -1.6640 -3.4843 0.5336  0.118
19 H -1.4523 -3.3511 -1.1751  0.108
20 H -2.1048 -5.9188 -1.2637  0.122
21 H -2.3852 -5.7200 0.4752  0.121
22 H -0.7777 -7.5496 0.4291  0.088
23 H 0.7761 -7.0094 0.5826  0.078
24 H 0.0961 -7.2055 -1.0812  0.087
25 C -0.2311 -1.3728 -6.8608  -0.085
26 O -0.3385 -1.2807 -5.4438  -0.226
27 C -1.6632 -1.4572 -5.0046  -0.240
28 C -2.1727 -0.3171 -4.1433  -0.191
29 N -1.6286 -0.1924 -2.8089  -0.071
30 C -0.2442 -0.5451 -2.5473  -0.191
31 C 0.1687 -0.3943 -1.1010  -0.195
32 O -0.4434 0.7678 -0.5199  -0.201
33 C 0.4196 1.3967 0.4166  -0.105
34 H 0.7675 -1.0738 -7.1727  0.090
35 H -0.9860 -0.7383 -7.3270  0.091
36 H -0.3699 -2.4074 -7.1905  0.094
37 H -1.7824 -2.4259 -4.4943  0.128
38 H -2.3887 -1.6195 -5.8086  0.120
39 H -3.2591 -0.2898 -4.0858  0.116
40 H -1.8077 0.5497 -4.7245  0.119
41 H -1.9537 0.5629 -2.2314  0.095
42 H 0.3494 0.2607 -3.0144  0.114
43 H 0.0183 -1.5443 -2.8881  0.119
44 H 1.2503 -0.4943 -1.0019  0.129
45 H -0.2377 -1.1975 -0.4682  0.111
46 H -0.0642 2.3465 0.6445  0.079
47 H 1.4326 1.4859 0.0294  0.078
48 H 0.4508 0.8231 1.3520  0.085
49 C -3.9450 6.4883 -0.9877  -0.120
50 O -2.6830 6.1682 -0.4375  -0.195
51 C -2.5710 4.7760 -0.1339  -0.204
52 C -2.1602 3.9316 -1.3310  -0.220
53 N -0.7440 3.9246 -1.5781  -0.036
54 C -0.3317 3.4430 -2.8722  -0.210
55 C 1.1511 3.3944 -3.0979  -0.234
56 O 1.7811 2.6085 -2.1104  -0.219
57 C 3.1745 2.5011 -2.3176  -0.090
58 H -4.1701 5.8995 -1.8799  0.080
59 H -3.8348 7.5169 -1.3395  0.088
60 H -4.7092 6.4972 -0.2070  0.088
61 H -3.5344 4.5223 0.3132  0.116
62 H -1.7893 4.6253 0.6128  0.116
63 H -2.7550 4.2439 -2.1983  0.112
64 H -2.5353 2.9001 -1.2070  0.118
65 H -0.3193 3.2296 -0.9654  0.059
66 H -0.8496 4.0353 -3.6330  0.129
67 H -0.6033 2.3784 -3.0343  0.107
68 H 1.6777 4.3593 -3.0793  0.119
69 H 1.2948 3.0805 -4.1407  0.125
70 H 3.2842 2.0425 -3.3088  0.094
71 H 3.6966 1.8428 -1.6218  0.090
72 H 3.6642 3.4747 -2.2033  0.074
73 C -0.6306 -1.6376 4.0887  -0.137
74 O -0.4689 -3.0184 3.9643  -0.179
75 C 0.7645 -3.3078 3.3051  -0.223
76 C 1.0089 -4.7909 3.1607  -0.207
77 N 1.0111 -5.4627 4.4599  -0.051
78 C 0.4709 -6.8168 4.3022  -0.205
79 C 0.6425 -7.7299 5.5166  -0.242
80 O 1.7670 -8.5786 5.5244  -0.191
81 C 1.4354 -9.9187 5.9034  -0.097
82 H -0.4015 -1.1290 3.1425  0.072
83 H -0.0444 -1.1350 4.8653  0.090
84 H -1.6674 -1.3488 4.2720  0.088
85 H 1.5933 -2.7345 3.7392  0.126
86 H 0.6813 -2.8359 2.3136  0.113
87 H 1.9364 -4.9179 2.5961  0.126
88 H 0.1993 -5.2271 2.5629  0.097
89 H 0.4967 -4.9314 5.1480  0.103
90 H 1.0105 -7.2856 3.4752  0.118
91 H -0.5869 -6.8404 4.0134  0.114
92 H -0.3019 -8.2905 5.5649  0.107
93 H 0.6461 -7.1802 6.4678  0.125
94 H 1.1741 -9.9775 6.9623  0.085
95 H 2.3213 -10.5208 5.7212  0.084
96 H 0.5998 -10.2134 5.2676  0.083
97 C 4.9974 9.0926 1.1027  -0.125
98 O 5.0874 7.7860 0.6015  -0.188
99 C 3.9914 7.4552 -0.2266  -0.229
100 C 4.1662 5.9743 -0.6777  -0.206
101 N 4.0145 5.0005 0.3759  -0.042
102 C 2.6821 4.9133 0.9400  -0.202
103 C 2.6496 4.0569 2.1906  -0.223
104 O 3.5764 4.5624 3.1460  -0.198
105 C 3.3825 4.0265 4.4360  -0.113
106 H 4.3405 9.1760 1.9814  0.088
107 H 4.6248 9.7998 0.3550  0.086
108 H 5.9845 9.3793 1.4697  0.087
109 H 3.9879 8.0227 -1.1652  0.121
110 H 3.0695 7.6178 0.3389  0.112
111 H 5.1619 6.0116 -1.1252  0.118
112 H 3.4730 5.8440 -1.5121  0.104
113 H 4.6285 5.2838 1.1336  0.106
114 H 1.8830 4.6269 0.2545  0.116
115 H 2.3943 5.9042 1.3289  0.112
116 H 2.8634 3.0018 1.9778  0.122
117 H 1.6912 4.1400 2.7146  0.115
118 H 3.7811 4.6301 5.2467  0.085
119 H 3.8605 3.0412 4.4152  0.089
120 H 2.3273 3.8616 4.6852  0.081
121 O 2.4907 -1.7698 -4.6494  -0.063
122 H 2.6085 -2.6274 -5.0699  0.034
123 H 1.5768 -1.5174 -4.8537  -0.008

***

# 2
Here is a structure of composition C30H78BF4N6O9Pd in a non-equilibrium geometry from OMol25. Energies are from the ωB97M-V functional and the def2-TZVPD basis.

Computed properties:
HOMO energy (alpha / beta) = -0.3638 / -0.3638 hartree
Total energy = -2747.430509 hartree
Energy relative to the best compared isomer or geometry (same formula, charge and spin) = 0.00 kJ/mol
⟨S²⟩ = 2.00
Orbital gap (alpha / beta) = 7.72 / 5.83 eV
2S+1 = 3
Total charge = +1

Last column: Löwdin charge in e.
Atoms and positions in Å:
1 Pd 2.2361 0.2007 1.9303  1.266
2 B -0.2967 -0.2930 0.7403  -1.546
3 F 0.7703 -0.9877 0.3612  0.164
4 F -0.4848 0.7151 -0.1421  0.193
5 F -1.3599 -1.1188 0.9365  0.170
6 F 0.0543 0.2713 1.9441  0.112
7 C 2.8021 -0.1340 -1.3882  -0.069
8 O 2.6900 0.6102 -0.2124  -0.306
9 C 3.0141 2.0322 -0.3796  -0.146
10 C 3.2493 2.7846 0.9245  -0.190
11 N 2.0715 2.5279 1.7065  -0.088
12 C 0.8765 3.2233 1.1536  -0.149
13 C 0.9193 4.7850 1.2089  -0.182
14 O 1.4970 5.2656 0.0076  -0.204
15 C 1.3016 6.6499 -0.1673  -0.098
16 H 3.8508 -0.0883 -1.6819  0.096
17 H 2.1156 0.3065 -2.1111  0.113
18 H 2.5663 -1.1939 -1.2923  0.099
19 H 2.3568 2.5748 -1.0591  0.131
20 H 3.9931 2.0672 -0.8575  0.127
21 H 3.4073 3.8484 0.7473  0.131
22 H 4.1955 2.4248 1.3289  0.113
23 H 2.2649 3.0679 2.5378  0.109
24 H -0.0276 2.9761 1.7100  0.113
25 H 0.5031 2.8602 0.1960  0.107
26 H 1.5176 5.0629 2.0766  0.127
27 H -0.1222 5.0876 1.3171  0.130
28 H 0.2392 6.8641 -0.0510  0.087
29 H 1.5688 6.9963 -1.1657  0.093
30 H 1.8200 7.2466 0.5833  0.090
31 C -0.8712 4.1513 -9.7680  -0.075
32 O -1.0716 4.2829 -8.3482  -0.180
33 C 0.0896 4.2968 -7.6360  -0.269
34 C -0.2735 4.5051 -6.1631  -0.209
35 N -0.7531 5.8157 -5.7790  -0.070
36 C -1.0125 5.9543 -4.3664  -0.214
37 C -2.1146 5.0130 -3.8658  -0.193
38 O -1.8159 3.6412 -3.4780  -0.187
39 C -1.0290 3.4972 -2.2875  -0.111
40 H -1.3141 3.2500 -10.1918  0.082
41 H 0.1878 4.1216 -10.0244  0.082
42 H -1.3643 4.9866 -10.2652  0.086
43 H 0.7529 5.0941 -7.9715  0.125
44 H 0.5941 3.3385 -7.7590  0.122
45 H 0.6952 4.4775 -5.6641  0.116
46 H -0.8841 3.7147 -5.7266  0.113
47 H -1.6072 5.8870 -6.3134  0.105
48 H -1.4344 6.9400 -4.1701  0.113
49 H -0.0823 5.9879 -3.7992  0.110
50 H -2.9228 4.9330 -4.5928  0.126
51 H -2.6814 5.6153 -3.1558  0.109
52 H -1.5670 3.7253 -1.3674  0.076
53 H -0.1048 4.0730 -2.3371  0.069
54 H -0.6395 2.4853 -2.1761  0.076
55 C 0.7616 1.5451 4.5192  -0.082
56 O 1.5007 0.5236 3.9627  -0.311
57 C 1.6377 -0.5550 4.8755  -0.151
58 C 2.4927 -1.6404 4.1489  -0.155
59 N 1.8966 -1.7924 2.8219  -0.110
60 C 2.5839 -2.8881 2.1005  -0.128
61 C 3.9851 -2.4423 1.5452  -0.153
62 O 4.0463 -1.0335 1.4357  -0.301
63 C 5.3397 -0.5839 1.0805  -0.066
64 H -0.1881 1.0903 4.8006  0.108
65 H 0.5026 2.2739 3.7512  0.081
66 H 1.2471 1.9441 5.4099  0.111
67 H 0.6383 -0.9754 4.9875  0.129
68 H 2.1693 -0.4242 5.8181  0.139
69 H 2.5335 -2.6095 4.6462  0.135
70 H 3.5317 -1.3214 4.0665  0.120
71 H 0.9664 -2.1344 3.0162  0.070
72 H 1.9853 -3.1109 1.2173  0.083
73 H 2.5617 -3.8419 2.6277  0.127
74 H 4.2986 -2.9513 0.6338  0.131
75 H 4.7301 -2.7047 2.2963  0.119
76 H 5.6628 -0.8644 0.0780  0.103
77 H 6.1107 -0.9587 1.7537  0.103
78 H 5.3799 0.5053 1.0805  0.083
79 C -3.7102 1.4516 -0.7958  -0.057
80 C -4.3777 1.1631 0.5340  -0.424
81 C -4.9419 -0.2667 0.7549  -0.177
82 O -5.4865 -0.3131 2.0665  -0.197
83 C -6.1853 -1.4852 2.3725  -0.109
84 N -3.4350 1.5304 1.5641  0.053
85 H -2.8462 0.8202 -1.0028  0.068
86 H -3.3157 2.4637 -0.8865  0.059
87 H -4.3595 1.4320 -1.6711  0.083
88 H -5.2186 1.8516 0.6175  0.137
89 H -4.0512 -0.8794 0.6161  0.111
90 H -5.7075 -0.5584 0.0361  0.127
91 H -7.0103 -1.5360 1.6621  0.088
92 H -6.6559 -1.4787 3.3557  0.091
93 H -5.5527 -2.3698 2.2980  0.070
94 H -3.8807 1.2980 2.4401  0.064
95 H -2.6423 0.9047 1.5582  0.044
96 C 1.2807 -6.3474 0.4315  -0.071
97 C 1.1621 -5.5799 -0.9103  -0.378
98 C 0.0555 -4.4526 -0.7010  -0.181
99 O -0.3992 -4.0050 -1.9574  -0.176
100 C -1.3369 -2.9678 -1.9615  -0.086
101 N 2.4643 -4.9634 -1.1672  0.031
102 H 1.3608 -5.6394 1.2564  0.041
103 H 2.1086 -7.0562 0.4492  0.081
104 H 0.3823 -6.9112 0.6826  0.066
105 H 0.9529 -6.2770 -1.7217  0.137
106 H 0.4772 -3.6932 -0.0426  0.097
107 H -0.7665 -4.8611 -0.1131  0.103
108 H -1.7250 -2.7931 -2.9650  0.098
109 H -0.8126 -2.1217 -1.5173  0.077
110 H -2.2017 -3.1842 -1.3343  0.087
111 H 2.2523 -4.4611 -2.0173  0.069
112 H 3.1472 -5.6579 -1.4344  0.074
113 C -2.7614 -4.1077 2.2510  -0.029
114 C -1.6839 -3.9461 3.3269  -0.409
115 C -0.7543 -5.1579 3.4677  -0.189
116 O -1.4828 -6.3536 3.7853  -0.174
117 C -0.6609 -7.5464 3.7113  -0.075
118 N -1.0146 -2.7031 3.0986  0.057
119 H -2.3506 -4.3353 1.2673  0.061
120 H -3.4578 -3.2755 2.1482  0.063
121 H -3.3320 -5.0207 2.4216  0.083
122 H -2.1508 -3.8013 4.3012  0.143
123 H -0.0067 -5.0189 4.2485  0.121
124 H -0.2298 -5.2205 2.5142  0.087
125 H -0.0953 -7.5848 2.7803  0.058
126 H -1.3577 -8.3836 3.7511  0.095
127 H 0.1596 -7.6171 4.4254  0.084
128 H -1.6150 -2.0047 3.5132  0.096
129 H -0.9699 -2.4487 2.1222  0.049

***

# 3
Here is a cluster of 12 separate species, C30H79Br2O18P in total in a non-equilibrium geometry from OMol25. Energies are from the ωB97M-V functional and the def2-TZVPD basis.

Computed properties:
HOMO energy = -0.3550 hartree
Total energy = -8033.887973 hartree
Energy relative to the best compared isomer or geometry (same formula, charge and spin) = 687.84 kJ/mol
Orbital gap = 9.57 eV
2S+1 = 1
SMILES = C[C@H](Br)[C@H](Br)[C@](CCC(=O)O)(OC=O)P(=O)(O)O.CCO.CCO.CCO.CCO.CCO.CCO.CCO.CCO.CCO.CCO.CCO

Last column: Löwdin charge in e.
Atoms and positions in Å:
1 C 4.0796 -1.1476 -0.7942  -0.211
2 C 2.6312 -0.3128 -0.7411  -0.666
3 Br 3.0932 1.6479 -0.9435  0.671
4 C 1.8266 -0.5025 0.6772  -0.547
5 Br 2.8558 -1.7676 1.9037  0.764
6 C 0.2405 -0.9929 0.4807  -0.409
7 C -0.5210 -0.1631 -0.7290  -0.125
8 C -2.1509 -0.3322 -0.7488  -0.093
9 C -2.9949 0.9886 -0.2684  -0.283
10 O -3.6488 0.9007 0.9195  -0.031
11 O -3.1106 2.2413 -1.0340  -0.012
12 O -0.5214 -0.9402 1.7728  -0.104
13 C -0.7026 0.4459 2.2227  -0.093
14 O -0.6765 0.6650 3.5631  -0.035
15 P 0.2502 -2.8880 0.0272  0.774
16 O 1.5369 -3.3340 -0.7714  -0.357
17 O -1.1356 -3.3811 -0.9033  -0.217
18 O 0.1388 -3.7352 1.5745  -0.238
19 H 4.5347 -0.8743 -1.8621  0.090
20 H 3.9372 -2.3091 -0.7925  0.071
21 H 4.8557 -0.7678 -0.0053  0.055
22 H 2.0466 -0.6555 -1.6950  0.097
23 H 1.8979 0.5519 1.2327  0.103
24 H -0.2774 0.9807 -0.5998  0.112
25 H -0.1303 -0.5867 -1.7722  0.139
26 H -2.5432 -1.2674 -0.1197  0.142
27 H -2.4933 -0.5628 -1.8690  0.138
28 H -2.2483 2.7583 -0.9401  0.088
29 H -0.9218 1.3823 1.5569  0.156
30 H -0.8381 -4.2167 -1.4080  0.112
31 H -0.8287 -3.6267 1.8795  0.109
32 C 0.6692 5.3106 1.0438  -0.076
33 C 0.4795 4.5762 -0.2673  -0.302
34 O -0.3743 3.4576 -0.0776  -0.125
35 H 1.1000 4.6448 1.7989  0.079
36 H 1.3288 6.1733 0.9158  0.081
37 H -0.2925 5.6570 1.4363  0.076
38 H 1.4398 4.2127 -0.6448  0.083
39 H 0.0371 5.2316 -1.0237  0.094
40 H -1.2270 3.7919 0.2496  0.085
41 C 1.9748 -6.2960 3.0814  -0.087
42 C 2.6310 -6.9304 1.8726  -0.320
43 O 1.6482 -7.2493 0.8986  -0.096
44 H 1.2337 -6.9742 3.5172  0.079
45 H 2.7185 -6.0483 3.8438  0.076
46 H 1.4423 -5.3822 2.7981  0.047
47 H 3.1432 -7.8546 2.1561  0.113
48 H 3.3640 -6.2534 1.4235  0.105
49 H 1.2049 -6.4208 0.6474  0.072
50 C -7.3999 -0.3319 -1.8442  -0.089
51 C -6.1210 -0.1600 -1.0511  -0.312
52 O -5.0042 -0.1491 -1.9280  -0.099
53 H -7.3750 -1.2647 -2.4171  0.070
54 H -8.2702 -0.3469 -1.1823  0.082
55 H -7.5201 0.4822 -2.5665  0.067
56 H -5.9936 -0.9869 -0.3463  0.120
57 H -6.1328 0.7767 -0.4856  0.110
58 H -5.1227 0.5938 -2.5444  0.100
59 C 3.1788 -7.6702 -2.6414  -0.094
60 C 4.1258 -6.5127 -2.4013  -0.327
61 O 3.4022 -5.2913 -2.3751  -0.100
62 H 2.6450 -7.5404 -3.5886  0.075
63 H 3.7218 -8.6190 -2.6690  0.073
64 H 2.4208 -7.7203 -1.8530  0.061
65 H 4.8680 -6.4527 -3.2028  0.111
66 H 4.6539 -6.6285 -1.4500  0.105
67 H 2.7515 -5.3514 -1.6547  0.052
68 C 1.5533 -0.1303 7.4199  -0.094
69 C 2.2096 -0.7647 6.2111  -0.331
70 O 1.2268 -1.0835 5.2371  -0.108
71 H 0.8123 -0.8085 7.8556  0.077
72 H 2.2971 0.1174 8.1823  0.071
73 H 1.0209 0.7835 7.1365  0.075
74 H 2.7218 -1.6889 6.4945  0.113
75 H 2.9426 -0.0877 5.7620  0.090
76 H 0.7834 -0.2551 4.9859  0.049
77 C 4.2528 3.2935 -5.1645  -0.096
78 C 5.2759 4.1054 -4.3974  -0.328
79 O 4.7793 4.4133 -3.1032  -0.102
80 H 3.3122 3.8467 -5.2552  0.074
81 H 4.6185 3.0516 -6.1663  0.073
82 H 4.0243 2.3612 -4.6378  0.067
83 H 5.4849 5.0459 -4.9156  0.113
84 H 6.2150 3.5538 -4.2912  0.108
85 H 4.6048 3.5715 -2.6482  0.029
86 C -10.1472 -4.1430 -4.6810  -0.096
87 C -9.1241 -3.3311 -3.9138  -0.336
88 O -9.6207 -3.0232 -2.6197  -0.101
89 H -11.0878 -3.5898 -4.7716  0.078
90 H -9.7815 -4.3848 -5.6828  0.075
91 H -10.3757 -5.0753 -4.1543  0.073
92 H -8.9151 -2.3906 -4.4321  0.111
93 H -8.1850 -3.8827 -3.8077  0.109
94 H -9.7952 -3.8650 -2.1647  0.090
95 C -1.4658 7.1935 -4.8359  -0.095
96 C -0.8533 6.1370 -3.9397  -0.328
97 O -0.1002 6.7547 -2.9065  -0.100
98 H -0.6860 7.8228 -5.2772  0.079
99 H -2.0462 6.7336 -5.6405  0.075
100 H -2.1221 7.8555 -4.2615  0.073
101 H -0.1814 5.4915 -4.5129  0.115
102 H -1.6274 5.5118 -3.4844  0.105
103 H -0.7076 7.3191 -2.3982  0.090
104 C 6.4171 0.7222 4.3621  -0.092
105 C 5.2012 0.8499 3.4679  -0.327
106 O 5.4914 0.3326 2.1778  -0.136
107 H 7.2680 1.2621 3.9339  0.079
108 H 6.2114 1.1207 5.3594  0.065
109 H 6.7199 -0.3258 4.4567  0.081
110 H 4.9153 1.9002 3.3583  0.118
111 H 4.3497 0.3019 3.8828  0.075
112 H 5.7359 -0.6026 2.2851  0.069
113 C -11.3784 2.0939 -2.3280  -0.095
114 C -10.9539 1.7383 -3.7379  -0.324
115 O -9.7300 1.0191 -3.7092  -0.104
116 H -10.6096 2.6987 -1.8358  0.078
117 H -12.3182 2.6528 -2.3329  0.073
118 H -11.5084 1.1905 -1.7232  0.074
119 H -10.8038 2.6443 -4.3324  0.113
120 H -11.7116 1.1227 -4.2323  0.108
121 H -9.8762 0.2124 -3.1860  0.071
122 C 9.4009 3.2396 7.4636  -0.096
123 C 8.7415 2.6275 6.2451  -0.343
124 O 9.2297 1.3100 6.0398  -0.094
125 H 10.4885 3.2672 7.3394  0.078
126 H 9.0387 4.2574 7.6331  0.074
127 H 9.1975 2.6396 8.3565  0.073
128 H 8.9655 3.2176 5.3515  0.117
129 H 7.6549 2.5844 6.3669  0.092
130 H 9.0185 0.7918 6.8353  0.092